Record 1
Entry from the Open Molecules 2025 dataset: a structure of composition C27H42F3HgO19S6V2 at a distorted geometry (the ωB97M-V functional and the def2-TZVPD basis).

Computed properties:
Net charge: +3
Expectation value of S²: 2.416
Frontier orbital gap (spin up / spin down), eV: 5.536 / 6.307
Multiplicity: 3
HOMO level (spin up / spin down), eV: -16.1335 / -16.1499

```
100
Properties=species:S:1:pos:R:3:forces:R:3
O -2.9212 4.4892 4.6571 0.25 -4.91 -2.98
V -2.7082 3.1845 3.6465 2.24 5.16 -0.24
O -6.3261 2.9157 -1.2083 3.18 -3.59 2.16
V -5.0677 1.9753 -0.7314 0.14 4.93 -3.21
Hg 2.7108 -2.4683 -0.1791 -0.75 -0.63 0.29
C -1.3074 -0.5519 -0.7369 2.13 -2.52 0.48
C -0.1867 -1.3458 -0.2238 0.31 1.29 -0.06
C 0.4367 -0.8372 1.1688 -1.15 0.74 -0.91
O 1.6320 -1.0901 1.3686 -1.36 0.56 0.58
C -0.4540 0.0690 1.9465 3.41 -2.59 -0.21
C -1.5548 0.6154 1.4324 -1.28 2.50 0.34
C -2.0038 0.3319 0.0151 -2.11 -0.12 -1.80
O -3.0561 0.8318 -0.6216 -0.74 0.84 2.07
O -2.1259 1.5894 2.0999 -1.36 0.63 0.91
O 0.4304 -2.2119 -0.8625 -1.03 0.96 0.65
H -1.6005 -0.8436 -1.7347 -0.33 0.22 -0.01
H -0.0502 0.3913 2.8949 -0.22 0.12 0.13
C -1.4855 4.5338 -0.5561 0.58 1.54 -0.28
F -0.7011 5.6550 -0.5441 -1.56 -1.39 0.55
F -1.8801 4.3751 -1.8308 0.42 -0.60 1.47
F -0.7221 3.5425 -0.0726 -0.64 -0.09 -0.60
S -3.1057 4.6512 0.5014 -2.41 3.29 -2.60
O -3.9676 3.5751 -0.0473 -0.05 -1.43 -0.06
O -2.8832 4.4142 1.9138 0.96 -1.27 2.38
O -3.6638 5.9643 0.2160 1.57 -2.30 0.49
C 3.3185 2.2966 -1.6827 0.19 0.97 0.85
C 1.8229 2.6532 -1.4198 -0.95 -1.53 -1.72
C 1.0086 1.4978 -2.2104 0.75 -0.40 0.74
S 2.2870 0.1837 -2.6396 -0.03 3.46 -1.90
O 2.0746 -0.4601 -3.8789 -1.03 -1.29 -0.72
O 2.6303 -0.5909 -1.4749 0.55 -0.85 1.66
C 3.5214 1.4310 -2.9192 -0.10 0.54 0.69
H 3.6491 1.7204 -0.8186 0.35 0.21 0.08
H 3.8755 3.2304 -1.7582 0.27 -0.21 0.13
H 1.5024 3.6135 -1.8237 0.33 -0.06 -0.49
H 1.5273 2.7611 -0.3762 0.38 -0.69 0.06
H 0.6268 1.8003 -3.1855 0.31 0.20 -0.07
H 0.1763 1.0015 -1.7112 0.18 0.19 0.33
H 3.2915 1.9920 -3.8250 -0.45 -0.30 -0.12
H 4.5215 1.0284 -3.0794 -0.06 -0.21 0.43
C -2.9465 0.1224 -5.4893 1.79 0.88 1.55
C -4.2371 0.6495 -6.0458 -0.93 -0.92 -1.08
C -4.8376 1.8193 -5.3194 0.35 0.51 1.13
S -3.6250 2.2020 -3.9718 1.06 -0.72 -4.06
O -4.3678 2.4017 -2.7448 -0.82 0.17 2.68
O -2.6822 3.1716 -4.5021 -0.85 -0.47 1.38
C -2.8056 0.5988 -3.9701 -1.00 -0.46 -0.85
H -2.0934 0.5538 -6.0130 0.01 -0.10 -0.09
H -2.8919 -0.9611 -5.5950 0.10 0.13 0.27
H -4.9391 -0.1837 -6.0108 -0.24 0.15 -0.13
H -4.1132 0.9043 -7.0983 0.02 -0.11 0.05
H -5.7848 1.5738 -4.8392 0.04 0.18 -0.02
H -4.9443 2.6859 -5.9718 0.07 0.18 0.42
H -3.4010 -0.0450 -3.3228 0.05 -0.03 0.14
H -1.8128 0.7382 -3.5424 0.00 -0.07 -0.33
C 3.0519 4.9287 2.6060 -0.44 -0.50 -0.55
C 3.1800 3.3674 2.3883 -0.39 1.97 -0.71
C 1.8447 2.6944 2.6348 -0.25 0.06 1.51
S 0.9836 3.7090 3.9571 4.38 -0.68 2.28
O 1.2770 3.1686 5.3155 -1.14 0.74 -2.91
O -0.3880 3.9537 3.5660 -2.79 -0.30 -0.43
C 2.1080 5.2186 3.7609 -0.11 -0.67 0.33
H 2.6520 5.4347 1.7272 -0.29 -0.44 -0.31
H 4.0491 5.3673 2.6417 -0.04 -0.03 0.82
H 3.9524 2.9530 3.0362 -0.06 0.01 -0.19
H 3.4493 3.3301 1.3327 0.29 -0.70 0.10
H 2.0947 1.7493 3.1169 -0.71 -0.24 -0.13
H 1.0975 2.6071 1.8460 0.35 0.01 -0.21
H 2.6320 5.1651 4.7152 -0.23 0.31 0.11
H 1.5208 6.1274 3.6295 -0.03 -0.17 0.24
C 0.6740 -2.8632 4.7327 0.93 -0.07 0.25
C 2.0414 -2.6024 5.4119 -0.85 -0.59 0.69
C 3.1011 -2.5500 4.3704 0.51 0.20 -1.25
S 2.7673 -3.9389 3.2081 -1.39 0.16 1.40
O 3.4094 -5.1469 3.6617 -0.40 0.83 -0.51
O 2.9787 -3.5381 1.7998 0.33 0.00 0.64
C 0.9114 -3.9737 3.6774 -0.26 0.86 -0.11
H 0.2719 -1.9502 4.2937 0.28 0.08 -0.47
H -0.0847 -3.1148 5.4738 0.18 -0.47 0.00
H 2.2106 -3.4433 6.0846 0.18 0.14 0.24
H 2.0742 -1.6673 5.9711 -0.15 -0.14 0.17
H 4.1287 -2.5793 4.7328 -0.07 -0.32 -0.07
H 2.9539 -1.6196 3.8220 0.18 -0.06 -0.46
H 0.6696 -4.9828 4.0110 0.38 0.07 0.05
H 0.2309 -3.7249 2.8631 0.63 -0.43 -0.49
C 0.1587 -7.4622 -1.9067 -0.25 1.50 -1.13
C -1.1843 -6.7064 -1.5859 0.48 -1.12 0.79
C -0.8866 -5.3646 -1.0337 1.16 2.01 1.29
S 0.6788 -5.5286 0.0118 0.14 -2.13 -1.86
O 0.5095 -5.6941 1.4219 -0.76 0.10 0.32
O 1.6989 -4.5504 -0.3655 0.05 0.23 -0.76
C 1.1739 -7.1216 -0.7936 0.11 -0.48 0.61
H 0.6468 -7.1038 -2.8130 -0.37 0.63 -0.24
H -0.0915 -8.4615 -2.2628 0.39 -0.47 1.23
H -1.6359 -7.2617 -0.7639 -0.17 -0.25 0.01
H -1.9664 -6.6496 -2.3429 0.48 -0.12 -0.39
H -1.6178 -4.9287 -0.3529 -0.20 -0.26 0.01
H -0.6285 -4.5753 -1.7397 0.12 -0.17 -0.27
H 1.3113 -7.8774 -0.0204 -0.56 0.09 0.28
H 2.2000 -6.9395 -1.1131 -0.20 0.11 -0.49
```
Forces are in eV/Å.

Atomic partial charges in e from the Mulliken method, atoms 1 to 2:
1. O -0.2392
2. V 1.3683

=====

Record 2
Entry from the Open Molecules 2025 dataset: a cluster of 5 separate species, C27H42F4O7 in total (the ωB97M-V functional and the def2-TZVPD basis).

Computed properties:
SMILES: O=C(OCCc1ccccc1)OC(F)(F)C(F)F.C1CCOC1.C1CCOC1.C1CCOC1.C1CCOC1
Frontier orbital gap, eV: 9.706
HOMO level, eV: -9.1612

```
80
Properties=species:S:1:pos:R:3:forces:R:3
O 2.9964 1.7458 0.8623 0.58 -0.48 -0.60
C 2.5176 2.5510 1.5783 -0.46 0.42 -0.17
O 2.8110 2.8119 2.8226 0.15 0.42 0.39
C 4.0652 2.2661 3.2677 0.69 -0.05 0.60
C 5.2575 3.0777 2.7470 -0.45 -0.21 -0.54
C 5.9366 2.4671 1.5399 0.00 0.29 -0.05
C 6.0308 3.1890 0.3502 0.29 -0.82 0.02
C 6.6243 2.5979 -0.7681 -0.26 0.34 0.47
C 7.1206 1.3075 -0.6970 0.06 -0.26 0.09
C 7.0408 0.5830 0.4906 -0.34 0.58 0.23
C 6.4486 1.1738 1.6046 0.08 0.11 -0.35
O 1.5064 3.4068 1.1730 -0.28 0.08 0.53
C 0.4375 2.7695 0.6081 0.10 0.44 -0.13
F 0.7197 2.3803 -0.6443 -0.11 -0.13 -0.46
F 0.1250 1.6665 1.2989 -0.16 -0.26 0.31
C -0.7695 3.7324 0.5390 0.33 -0.29 -0.21
F -1.8633 2.9635 0.3844 -0.35 -0.03 -0.08
F -0.8914 4.4402 1.6677 -0.01 0.07 0.25
H 4.0431 2.3285 4.3485 -0.34 0.12 0.14
H 4.1376 1.2164 3.0086 -0.11 -0.15 -0.25
H 5.9601 3.2518 3.5559 0.15 -0.09 0.12
H 4.8492 4.0464 2.4683 0.12 0.27 0.05
H 5.6257 4.1866 0.2957 -0.04 0.18 -0.04
H 6.6768 3.1728 -1.6788 0.08 -0.06 -0.22
H 7.5663 0.8476 -1.5667 0.04 0.01 -0.09
H 7.4136 -0.4256 0.5576 0.08 -0.13 -0.07
H 6.3622 0.6339 2.5367 0.07 -0.19 0.07
H -0.6741 4.3939 -0.3192 0.04 0.16 -0.03
C 1.4316 1.5295 -3.7530 -0.08 0.04 -0.03
C 1.4344 0.5121 -4.8904 0.07 -0.06 0.03
C 2.1518 1.2831 -5.9906 -0.04 0.08 0.00
O 3.0709 2.1585 -5.3348 -0.03 -0.01 0.02
C 2.7877 2.1965 -3.9333 0.08 -0.10 0.00
H 1.3098 1.0874 -2.7664 0.02 -0.02 0.00
H 0.6294 2.2563 -3.9037 0.01 0.00 0.01
H 2.0167 -0.3669 -4.6044 0.00 0.00 -0.01
H 0.4405 0.1800 -5.1866 -0.01 0.02 -0.01
H 1.4488 1.8875 -6.5745 -0.02 -0.04 -0.02
H 2.7018 0.6362 -6.6749 0.04 0.03 0.00
H 3.5724 1.6475 -3.4021 -0.03 0.01 0.06
H 2.8017 3.2327 -3.5935 0.02 0.02 -0.04
C -2.9700 -0.1887 0.5597 -0.02 0.15 0.08
C -2.7515 -1.4238 1.4227 0.07 -0.17 -0.12
C -4.1463 -1.6693 1.9802 -0.04 0.16 0.05
O -5.0629 -1.2028 0.9861 0.07 0.00 0.00
C -4.3594 -0.4462 -0.0054 0.01 -0.14 -0.04
H -2.2165 -0.0560 -0.2155 0.01 0.00 0.00
H -2.9736 0.7050 1.1864 -0.01 0.02 -0.04
H -2.4448 -2.2646 0.7951 0.02 -0.02 0.04
H -1.9990 -1.2837 2.1975 -0.03 -0.01 0.04
H -4.3123 -1.0977 2.8997 0.04 -0.03 0.03
H -4.3446 -2.7219 2.1874 -0.05 0.00 -0.03
H -4.3096 -1.0418 -0.9237 0.02 0.04 -0.03
H -4.9112 0.4699 -0.2173 -0.05 -0.02 0.04
C -7.5976 -3.4544 1.0008 -0.06 0.00 0.10
C -8.7557 -4.4313 0.8094 0.05 -0.04 -0.07
C -9.9081 -3.4860 0.4955 0.01 0.08 0.06
O -9.3356 -2.3610 -0.1718 0.02 -0.07 0.03
C -7.9090 -2.3995 -0.0485 -0.02 0.02 -0.13
H -6.6152 -3.9032 0.8658 0.01 0.01 -0.02
H -7.6368 -3.0140 1.9998 0.02 0.01 -0.01
H -8.5590 -5.0821 -0.0459 -0.01 0.00 0.01
H -8.9504 -5.0599 1.6773 -0.01 0.01 0.01
H -10.3957 -3.1378 1.4130 -0.02 -0.05 0.01
H -10.6652 -3.9367 -0.1476 -0.01 0.04 -0.02
H -7.4845 -2.6721 -1.0217 0.06 0.00 0.03
H -7.5419 -1.4130 0.2252 -0.03 0.02 0.00
C 1.1561 -3.1278 0.6580 -0.01 -0.01 0.09
C 1.1228 -1.6031 0.7103 -0.01 0.01 -0.07
C 2.5470 -1.2755 1.1375 0.08 0.11 -0.08
O 3.3743 -2.3123 0.6039 -0.04 -0.12 -0.01
C 2.5600 -3.3846 0.1262 0.04 0.07 -0.05
H 0.3805 -3.5641 0.0301 0.00 0.00 -0.02
H 1.0520 -3.5398 1.6645 0.00 -0.01 0.00
H 0.9266 -1.1977 -0.2855 0.00 0.03 0.00
H 0.3754 -1.2017 1.3931 0.00 -0.01 0.01
H 2.6429 -1.2805 2.2298 -0.05 0.01 0.06
H 2.8931 -0.3109 0.7636 -0.02 -0.35 0.06
H 2.5764 -3.3742 -0.9692 -0.04 -0.04 -0.01
H 2.9787 -4.3314 0.4688 0.04 0.00 0.01
```
Forces are in eV/Å.

Atomic partial charges in e from the Mulliken method, atoms 1 to 2:
1. O -0.4621
2. C 0.5864